Density functional theory data (ωB97M-V/def2-TZVPD) for a structure of composition C6H10N2O at a distorted geometry.

The calculation puts the highest occupied orbital energy at -8.906 eV. Its total charge is 0. The frontier orbital gap comes out at 9.53 eV. The calculation puts the LUMO energy at 0.62 eV.

Geometry as XYZ:
```
19
Properties=species:S:1:pos:R:3:forces:R:3:mulliken_charge:R:1
C 2.340798 -0.819198 -0.773338 1.0358 1.3510 1.4259 -0.928
C 1.259983 -0.247482 0.285822 2.2405 0.2343 -4.2605 0.933
C 0.138965 -1.035125 0.761564 -0.8996 0.7352 1.0690 -0.893
C -0.989278 -0.681669 -0.303671 0.8712 -1.1613 0.8953 0.410
C -0.731937 0.804092 -0.351592 -4.7339 2.1237 0.8805 0.313
C 1.247899 1.017178 0.928841 3.1557 4.6740 1.3521 -0.739
H 3.542559 -0.988985 -0.022579 -3.8285 0.0001 -2.9243 0.257
H 1.778287 -1.744935 -1.301885 2.0453 1.8769 1.3124 0.269
H 2.461726 0.120245 -1.589235 0.0816 -2.9338 2.3239 0.276
H 0.548930 -2.025191 0.965203 -1.0590 -0.3794 -0.0132 0.417
H -0.072323 -0.399064 1.731372 -0.7258 -2.5735 -1.4520 0.127
H -0.620269 -0.786682 -1.378145 -0.4285 -1.2978 0.8335 0.221
H -3.091956 -0.413742 0.361383 3.4371 -3.7047 -1.0933 0.289
H -2.283242 -2.265069 0.372758 -0.2208 3.0466 -0.5419 0.237
H 0.716983 1.236079 1.916688 0.0363 -0.6198 -1.7958 0.208
H 2.129485 1.748169 0.946822 -0.8949 -1.3646 -0.2639 0.232
N -2.267829 -1.235312 0.042096 -2.7442 1.7614 0.6624 -0.559
N 0.665496 0.970149 -0.446847 -1.3726 0.6430 1.9590 -0.453
O -1.686553 1.643567 -0.306859 4.0042 -2.4113 -0.3690 -0.617
```
Forces are in eV/Å.

---

Density functional theory data (ωB97M-V/def2-TZVPD) for the molecule C6H10N2O at a distorted geometry.

The calculation puts the highest occupied orbital energy at -7.630 eV. Its total charge is 0. The frontier orbital gap comes out at 8.40 eV. The calculation puts the LUMO energy at 0.77 eV.

Geometry as XYZ:
```
19
Properties=species:S:1:pos:R:3:forces:R:3:mulliken_charge:R:1
C 1.606694 -0.895440 -0.083808 -1.9720 0.5118 0.2746 0.562
C 0.607590 0.023602 -0.577921 2.0005 0.0348 -0.9958 -0.697
C 2.887869 -0.701161 -0.223613 3.2540 0.5198 0.0815 0.516
C 1.325709 -2.127382 0.745420 1.4083 -0.9481 0.5031 -1.102
C -1.032298 2.313034 -1.013972 0.7299 2.2934 -1.3613 -0.997
C -1.520202 0.941077 -0.680439 -2.6329 2.2939 1.8769 -0.424
N -1.050382 -0.593449 1.166171 4.2106 2.9930 -0.7938 -0.559
N -0.560518 0.115220 -0.072867 0.4670 -1.8547 1.4767 0.261
O 4.062057 -0.629588 -0.150773 -2.1435 0.0186 -0.4801 -0.425
H 0.918183 -2.908849 0.035504 0.1261 0.6243 1.1946 0.231
H 0.621012 -1.767707 1.556984 1.1352 -1.2700 -0.8520 0.372
H 2.388653 -2.492901 1.095718 -2.3427 0.2383 -0.1343 0.336
H -0.287723 2.441397 -1.904418 -1.0991 -0.4761 1.9991 0.229
H -1.880861 3.036807 -1.232443 0.6475 -1.1530 0.0867 0.337
H -0.668196 2.682326 -0.021190 0.5339 0.0453 -1.1889 0.287
H -2.202415 1.240258 0.156620 0.0174 -0.5624 -0.4461 0.253
H -2.205385 0.476973 -1.349514 0.0202 -0.7438 -1.0998 0.361
H -1.424085 0.128730 1.720696 -1.1442 0.3781 0.7129 0.237
H -1.585703 -1.282945 0.833847 -3.2162 -2.9432 -0.8539 0.221
```
Forces are in eV/Å.

---

Density functional theory data (ωB97M-V/def2-TZVPD) for a cluster of 2 separate species, C6H10N2O in total at a distorted geometry.

The calculation puts the highest occupied orbital energy at -8.449 eV. Its total charge is 0. The frontier orbital gap comes out at 8.44 eV. The calculation puts the LUMO energy at -0.01 eV.

Geometry as XYZ:
```
19
Properties=species:S:1:pos:R:3:forces:R:3:mulliken_charge:R:1
C -1.253823 0.942407 1.066864 -2.6784 -0.1666 0.6805 -0.858
C -0.987128 -0.241655 0.068841 -2.3105 6.1196 4.6242 0.473
C 0.242460 -0.904976 0.156211 3.0936 -1.5667 -1.6604 -0.733
C 1.548413 -0.494208 0.109301 -1.5613 -2.6349 -0.1107 0.680
C 1.852818 0.899984 0.135043 0.2386 1.9991 4.0265 -0.346
C 1.543207 1.818816 -0.783608 1.1306 -1.3533 -0.5873 -0.622
H -2.038036 0.609686 2.073381 2.6593 0.7803 -3.0693 0.254
H -0.218316 1.201512 1.394147 -1.4960 0.8858 0.1342 0.265
H -1.984139 1.703969 0.421169 2.4975 -1.3590 2.0575 0.298
H -0.039024 -1.918786 0.070445 0.7612 -1.6429 0.0965 0.311
H 3.180068 -1.084509 -1.252624 -0.9163 -0.6911 4.8137 0.299
H 2.589374 -2.330348 -0.054636 -0.6716 0.2205 0.5532 0.322
H 2.120177 1.067236 1.397268 0.0320 0.4782 -3.9979 0.262
H 1.182895 1.501276 -1.765112 -0.1241 -0.3210 0.3138 0.269
H 1.936283 2.803963 -0.845400 -0.1869 0.9413 0.8405 0.334
H -3.784303 -0.874867 -0.908115 1.7675 2.6505 1.9920 0.407
N 2.764099 -1.350110 0.193372 -0.0256 1.8087 -5.5719 -0.696
N -1.996078 -0.573084 -0.544138 0.1929 -5.2029 -4.0417 -0.528
O -3.249601 -0.167372 -0.323885 -2.4024 -0.9457 -1.0931 -0.392
```
Forces are in eV/Å.

---

Density functional theory data (ωB97M-V/def2-TZVPD) for the molecule C6H10N2O at a distorted geometry.

The calculation puts the highest occupied orbital energy at -9.037 eV. Its total charge is 0. The frontier orbital gap comes out at 9.71 eV. As for the SMILES: C=C[C@@](C)(N)C(=O)N=C. The calculation puts the LUMO energy at 0.68 eV.

Geometry as XYZ:
```
19
Properties=species:S:1:pos:R:3:forces:R:3:mulliken_charge:R:1
C 0.215308 1.769842 -0.993986 0.1586 -0.0289 -0.1749 -0.961
C -0.357320 1.266151 0.081208 -0.0759 0.1605 0.2428 -0.505
C 0.107415 0.018449 0.775649 0.5123 -0.3406 -0.1731 1.513
C 1.534960 0.167513 1.305143 -0.2184 -0.0924 0.1488 -1.585
N -0.778815 -0.275782 1.891081 -0.2109 0.1049 0.3483 -0.779
C 0.054361 -1.236990 -0.151407 0.5028 0.3562 0.7733 0.271
O 0.686021 -2.237667 0.102858 0.0687 -0.0533 -0.3039 -0.586
N -0.989765 -1.175792 -1.006521 -1.0807 -0.3226 -0.4357 -0.202
C -1.131091 -1.066123 -2.242153 0.2976 -0.0843 0.0103 -0.268
H 1.069563 1.286408 -1.451214 0.0962 -0.0484 -0.0555 0.272
H -0.135815 2.665705 -1.474893 -0.1077 0.2012 -0.0086 0.295
H -1.202342 1.765271 0.541413 -0.0607 0.0400 -0.0213 0.331
H 1.544291 0.927912 2.087474 0.0183 -0.0153 -0.0938 0.423
H 1.867609 -0.786219 1.720128 0.0175 0.1031 -0.0360 0.312
H 2.207610 0.458005 0.503121 0.1085 0.0071 -0.0231 0.353
H -0.516173 -1.156417 2.321472 -0.0345 0.0566 -0.0118 0.285
H -1.741154 -0.351773 1.578595 0.0578 -0.0791 -0.0011 0.289
H -2.133434 -1.044147 -2.645517 -0.2008 -0.0132 -0.1496 0.277
H -0.301230 -0.994345 -2.942451 0.1511 0.0484 -0.0352 0.265
```
Forces are in eV/Å.

---

Density functional theory data (ωB97M-V/def2-TZVPD) for a structure of composition C6H10N2O at a distorted geometry.

The calculation puts the highest occupied orbital energy at -8.035 eV. Its total charge is 0. The frontier orbital gap comes out at 8.96 eV. The calculation puts the LUMO energy at 0.93 eV.

Geometry as XYZ:
```
19
Properties=species:S:1:pos:R:3:forces:R:3:mulliken_charge:R:1
C 0.091715 -1.326269 1.033373 0.1833 -0.3839 -0.4737 -1.103
C -1.166920 1.183631 1.411566 1.4318 -1.9378 -0.1049 0.547
C -0.094947 -0.056510 0.310428 -4.3327 3.9052 5.3463 0.629
C 0.849958 -0.496517 -1.698878 -0.1593 2.2506 0.5902 0.547
N 0.030975 -1.126997 -2.598257 -0.7062 0.5007 -0.1753 -0.495
C -0.871072 2.460340 1.643502 0.1463 -0.2175 -0.2927 -1.123
C 2.166693 -0.645546 -1.586001 -0.0996 0.3014 0.2760 -0.928
O -2.224383 0.517556 1.959363 -0.0692 0.0807 0.1000 -0.484
N -0.057978 0.710491 -0.631358 3.4579 -3.9638 -5.0992 -0.481
H -2.825829 1.145134 2.399470 0.3038 -0.1879 -0.1456 0.303
H 0.497625 -1.512049 -3.415394 -0.0455 0.0379 0.2691 0.241
H -0.775721 -0.567741 -2.846934 0.0388 -0.1472 -0.0792 0.247
H 0.044074 -2.165054 0.337726 0.1709 -0.0613 0.0104 0.351
H 1.062338 -1.312547 1.532717 -0.0455 -0.0401 -0.0536 0.278
H -0.695151 -1.432358 1.782569 0.0852 0.1310 -0.1479 0.369
H -0.070181 2.949719 1.103455 0.0618 -0.1698 0.1383 0.281
H -1.422546 3.062605 2.365514 -0.1595 -0.0975 -0.2440 0.280
H 2.709457 -0.264452 -0.732166 -0.0315 0.2731 -0.1502 0.267
H 2.751893 -1.123436 -2.370694 -0.2309 -0.2738 0.2360 0.273
```
Forces are in eV/Å.

---

Density functional theory data (ωB97M-V/def2-TZVPD) for the molecule C6H10N2O2 at a distorted geometry.

The calculation puts the highest occupied orbital energy at -8.979 eV. Its total charge is 0. The frontier orbital gap comes out at 9.14 eV. As for the SMILES: N[C@@]1(C[N+](=O)[O-])C=CCC1. The calculation puts the LUMO energy at 0.16 eV.

Geometry as XYZ:
```
20
Properties=species:S:1:pos:R:3:forces:R:3:mulliken_charge:R:1
N 1.495765 1.258006 0.243425 1.1035 1.6545 -2.2297 -0.510
C 0.574778 0.242165 0.195880 -2.2078 -0.0429 -0.0791 0.840
C -1.048191 1.066289 -0.012321 0.8754 -1.3343 5.5510 -0.694
N -0.972306 1.788757 -1.174208 0.5388 0.2664 -3.0958 0.914
O -0.295086 2.808376 -1.156845 -0.0466 0.8930 0.4404 -0.622
O -1.370569 1.320518 -2.236288 -0.6196 -0.2943 0.3664 -0.567
C 0.507082 -0.595108 -1.038311 1.1864 2.4460 -1.7571 -0.679
C -0.038791 -1.752536 -0.848614 -0.8986 -1.6460 2.3484 -0.458
C -0.352714 -1.943398 0.673135 2.1412 -1.0139 -1.0323 -0.775
C 0.479019 -0.842697 1.348277 -0.9531 0.7651 -0.9444 -0.758
H 2.011501 1.496523 1.012312 1.0222 -0.1903 2.7432 0.174
H 1.499452 2.141930 -0.323461 -0.8707 -1.8876 0.1044 0.235
H -0.987331 1.806128 0.854396 -0.3877 -1.0984 -1.1955 0.334
H -1.809291 0.265965 0.158735 0.4429 1.0930 -0.9720 0.321
H 0.741175 -0.034372 -1.979360 -0.1610 -1.1158 0.6939 0.395
H -0.398659 -2.503734 -1.510605 0.1227 -0.2071 -0.7884 0.456
H -1.391733 -1.800062 0.814854 -1.2023 0.0522 0.3384 0.332
H -0.067083 -2.963975 1.049016 -0.3962 0.8945 -0.3912 0.364
H -0.014374 -0.541034 2.255094 -0.2625 0.6900 0.3310 0.283
H 1.437356 -1.217740 1.674889 0.5730 0.0758 -0.4314 0.413
```
Forces are in eV/Å.